55
Properties=species:S:1:pos:R:3:nbo_charge:R:1 method="wB97M-V/def2-TZVPD" total_energy_ha=-1621.38283 de_lowest_kcal_mol=31.8 spin_multiplicity=6 s_squared=8.788 homo_energy_ev="-3.52 / -6.39"
Ir -0.323 0.904 0.480 0.7073
P -1.249 2.857 0.734 0.9698
P 1.494 -3.327 -0.510 1.9321
N -1.035 0.090 -0.920 -0.6863
H 1.481 1.466 0.417 -0.3249
C -0.347 4.292 0.083 -0.9623
H -0.792 5.222 0.457 0.2116
H -0.397 4.280 -1.013 0.2465
H 0.703 4.237 0.394 0.2515
C -1.492 3.163 2.515 -0.9598
H -2.027 4.107 2.662 0.2120
H -0.521 3.205 3.023 0.2476
H -2.075 2.335 2.935 0.2469
C -2.891 2.853 -0.034 -0.9553
H -3.450 3.747 0.262 0.2122
H -3.434 1.956 0.286 0.2543
H -2.783 2.827 -1.125 0.2559
C 2.520 -3.617 -1.948 -1.0206
H 2.603 -4.695 -2.136 0.2583
H 3.528 -3.198 -1.818 0.2744
H 2.056 -3.145 -2.824 0.2830
C 1.673 -4.593 0.743 -1.0175
H 1.560 -5.584 0.286 0.2590
H 0.887 -4.466 1.502 0.2806
H 2.653 -4.539 1.237 0.2708
C -0.214 -3.110 -0.965 -1.0118
H -0.572 -3.980 -1.531 0.2579
H -0.343 -2.198 -1.561 0.3277
H -0.824 -3.003 -0.059 0.2879
C -1.977 -0.134 -1.860 0.0823
C -2.809 0.203 -4.119 -0.1919
C -1.800 0.365 -3.186 -0.2938
C -3.173 -0.838 -1.529 -0.2600
C -4.168 -0.989 -2.479 -0.2196
C -3.991 -0.469 -3.770 -0.3119
H -2.673 0.603 -5.121 0.2019
H -0.863 0.879 -3.402 0.2131
H -3.264 -1.224 -0.512 0.1967
H -5.083 -1.514 -2.211 0.2014
H -4.782 -0.590 -4.513 0.2005
C 1.820 1.045 2.421 0.2372
O 0.904 0.283 1.933 -0.7776
C 2.498 2.232 1.884 -0.7119
H 3.554 2.200 2.188 0.1983
H 2.061 3.152 2.311 0.1772
H 2.498 2.331 0.773 0.2459
C 2.203 0.691 3.827 -0.6676
H 3.272 0.444 3.867 0.1815
H 1.622 -0.152 4.206 0.2100
H 2.052 1.552 4.493 0.1882
C 3.215 -1.627 0.673 -0.2560
O 1.915 -1.942 0.125 -0.7716
H 3.994 -2.327 0.327 0.1604
H 3.141 -1.653 1.769 0.2183
H 3.445 -0.609 0.334 0.2402

=====

55
Properties=species:S:1:pos:R:3:nbo_charge:R:1 method="wB97M-V/def2-TZVPD" total_energy_ha=-1584.25093 de_lowest_kcal_mol=54.2 spin_multiplicity=3 s_squared=2.067 homo_energy_ev="-4.07 / -5.40"
W -0.235 -0.083 0.289 1.1299
P 3.004 -0.268 0.045 1.2907
P -2.783 0.246 0.304 1.0438
N 0.052 0.781 -1.293 -0.8336
H 1.615 -0.225 0.382 -0.1544
C 3.319 -1.761 -0.818 -0.9666
H 4.416 -1.728 -0.784 0.2381
H 2.951 -1.683 -1.850 0.2755
H 2.930 -2.664 -0.332 0.2785
C 3.564 -0.197 1.721 -0.9659
H 4.639 -0.342 1.554 0.2388
H 3.124 -1.008 2.328 0.2710
H 3.312 0.777 2.172 0.2706
C 3.236 1.186 -0.935 -0.9514
H 4.335 1.170 -0.912 0.2356
H 2.815 2.085 -0.456 0.2741
H 2.839 1.015 -1.949 0.2840
C -3.678 -1.106 -0.430 -0.9616
H -4.742 -0.887 -0.354 0.2148
H -3.460 -2.038 0.091 0.2735
H -3.408 -1.211 -1.482 0.2500
C -3.265 0.306 2.027 -0.9535
H -4.346 0.460 2.056 0.2158
H -2.768 1.122 2.555 0.2505
H -3.030 -0.636 2.530 0.2616
C -3.267 1.773 -0.486 -0.9566
H -4.337 1.921 -0.341 0.2200
H -3.051 1.736 -1.555 0.2599
H -2.728 2.621 -0.059 0.2529
C 0.032 1.587 -2.347 0.1315
C -0.004 1.950 -4.757 -0.1905
C -0.012 1.082 -3.678 -0.2673
C -0.014 2.993 -2.169 -0.2257
C -0.013 3.843 -3.259 -0.2186
C 0.000 3.335 -4.557 -0.2716
H 0.004 1.554 -5.770 0.2067
H -0.043 0.007 -3.816 0.2122
H -0.048 3.383 -1.152 0.2015
H -0.014 4.929 -3.098 0.2072
H 0.019 4.007 -5.407 0.2079
C -0.613 -3.311 1.581 0.2679
O -0.753 -2.234 0.790 -0.8440
C 0.448 -4.212 1.034 -0.6701
H 1.138 -4.565 1.806 0.1870
H 1.092 -3.703 0.297 0.1874
H 0.042 -5.096 0.520 0.2089
C -0.781 -3.000 3.026 -0.6832
H -1.799 -3.304 3.368 0.2071
H -0.686 -1.900 3.193 0.2053
H 0.002 -3.459 3.656 0.1951
C 0.195 0.966 3.389 -0.2260
O -0.147 0.649 2.047 -0.8104
H 0.921 0.221 3.749 0.1595
H -0.681 0.958 4.065 0.1705
H 0.663 1.958 3.468 0.1659

=====

56
Properties=species:S:1:pos:R:3:nbo_charge:R:1 method="wB97M-V/def2-TZVPD" total_energy_ha=-6338.92587 de_lowest_kcal_mol=47.3 charge=+3 spin_multiplicity=2 s_squared=0.816 homo_energy_ev="-17.36 / -17.40"
Ru 0.057 -0.173 0.294 0.4980
C 1.154 -1.439 3.246 -0.9540
P 1.716 -1.657 1.524 1.1289
C 2.141 -3.420 1.398 -0.9469
C 3.354 -0.828 1.487 -0.7307
C 3.235 0.689 1.529 -0.7325
P 2.033 1.335 0.304 1.1412
C 2.041 3.118 0.645 -0.9535
C 2.832 1.172 -1.323 -0.9635
H 1.075 -0.379 3.489 0.2578
H 1.874 -1.914 3.915 0.2807
H 0.180 -1.902 3.396 0.2552
H 2.974 -3.596 2.081 0.2905
H 2.452 -3.681 0.386 0.2767
H 1.304 -4.050 1.696 0.2662
H 3.876 -1.154 0.584 0.2647
H 3.920 -1.195 2.347 0.2862
H 4.199 1.159 1.324 0.2888
H 2.912 1.027 2.517 0.2611
H 3.071 3.470 0.568 0.2826
H 1.669 3.317 1.650 0.2641
H 1.427 3.649 -0.080 0.2808
H 3.860 1.533 -1.262 0.2850
H 2.289 1.787 -2.041 0.2697
H 2.831 0.138 -1.667 0.2587
C -3.597 -0.014 1.519 -0.7624
Se -1.799 0.598 1.895 0.5676
C -2.004 2.537 1.645 -0.5562
C -2.416 2.994 0.268 -0.5658
Se -1.096 2.483 -1.086 0.2585
C -1.748 3.485 -2.616 -0.7390
H -4.253 0.439 2.261 0.2787
H -3.608 -1.094 1.633 0.2623
H -3.904 0.261 0.513 0.2490
H -1.038 2.950 1.933 0.2462
H -2.745 2.856 2.379 0.2804
H -2.483 4.082 0.264 0.2723
H -3.379 2.591 -0.039 0.2395
H -1.746 4.543 -2.368 0.2613
H -2.750 3.158 -2.880 0.2479
H -1.066 3.307 -3.444 0.2539
O -1.283 -2.265 0.831 -0.7395
C -1.149 -3.143 -0.300 -0.1054
C -1.194 -2.361 -1.576 0.1971
C -1.829 -2.887 -2.690 -0.2115
C -1.830 -2.173 -3.876 -0.0785
C -1.162 -0.956 -3.930 -0.2231
C -0.544 -0.497 -2.787 0.0668
N -0.575 -1.171 -1.626 -0.5128
H -1.373 -2.819 1.617 0.5184
H -1.943 -3.889 -0.298 0.2339
H -0.186 -3.664 -0.247 0.2022
H -2.324 -3.847 -2.627 0.2599
H -2.338 -2.562 -4.748 0.2672
H -1.124 -0.379 -4.843 0.2657
H 0.008 0.431 -2.789 0.2096

=====

59
Properties=species:S:1:pos:R:3:nbo_charge:R:1 method="wB97M-V/def2-TZVPD" total_energy_ha=-1647.87408 spin_multiplicity=1 homo_energy_ev=-8.80
C 3.393 -1.106 2.303 -0.7405
C 3.750 -2.564 2.400 0.7986
O 3.693 -3.170 3.459 -0.5550
O 4.206 -3.206 1.293 -0.5072
C 4.009 -2.589 0.022 -0.0672
C 3.991 -3.689 -1.039 -0.7632
P 2.323 -4.071 -1.761 1.0714
C 2.085 -5.808 -1.167 -0.7423
C 1.058 -5.897 -0.059 -0.0676
O 1.486 -5.135 1.063 -0.4985
C 0.498 -4.480 1.688 0.6536
O 0.676 -3.806 2.696 -0.5843
O 1.248 -3.307 -0.760 -0.8151
C 0.719 -2.105 -1.301 -0.0817
C -0.138 -1.449 -0.245 0.0848
C -0.853 -0.232 -0.794 -0.6453
O -1.114 -2.404 0.177 -0.7332
H 2.332 -0.994 2.126 0.2394
H 3.605 -0.641 3.247 0.2509
H 3.927 -0.608 1.506 0.2146
H 3.098 -2.011 -0.019 0.1848
H 4.857 -1.948 -0.182 0.1794
H 4.381 -4.572 -0.545 0.2490
H 4.685 -3.454 -1.829 0.2328
H 3.017 -6.199 -0.784 0.2318
H 1.721 -6.430 -1.970 0.2361
H 0.103 -5.552 -0.434 0.1896
H 0.942 -6.930 0.248 0.1902
H -0.485 -4.542 1.209 0.1160
H 0.140 -2.316 -2.194 0.1895
H 1.512 -1.420 -1.585 0.1723
H 0.506 -1.220 0.598 0.1678
H -0.965 0.509 -0.015 0.2291
H -0.348 0.226 -1.634 0.2077
H -1.850 -0.537 -1.071 0.2274
H -1.080 -2.477 1.127 0.4823
C -3.174 4.730 -3.155 -0.2491
O -3.648 4.645 -1.829 -0.5478
C -3.778 3.328 -1.328 -0.0899
C -3.115 3.133 0.021 -0.0816
O -1.700 3.229 0.037 -0.5457
C -1.084 4.493 -0.146 -0.0791
C -1.314 5.516 0.948 -0.0913
O -2.639 6.013 0.962 -0.5480
C -3.224 6.114 2.242 -0.2488
H -3.988 4.595 -3.874 0.1702
H -2.752 5.726 -3.292 0.1911
H -2.388 3.994 -3.355 0.1656
H -3.375 2.598 -2.037 0.1700
H -4.848 3.114 -1.204 0.1782
H -3.319 2.100 0.316 0.1863
H -3.567 3.769 0.783 0.1811
H -1.320 4.914 -1.124 0.1809
H -0.013 4.276 -0.149 0.1851
H -0.633 6.357 0.771 0.1763
H -1.056 5.069 1.915 0.1711
H -2.945 5.271 2.882 0.1658
H -4.306 6.100 2.110 0.1914
H -2.942 7.052 2.731 0.1704

=====

70
Properties=species:S:1:pos:R:3:mulliken_charge:R:1 method="wB97M-V/def2-TZVPD" total_energy_ha=-3367.08240 charge=+1 spin_multiplicity=1 homo_energy_ev=-11.18
C 4.643 -2.549 3.180 -1.1099
C 4.115 -2.516 1.737 -0.6064
N 2.810 -1.823 1.633 0.8992
C 1.701 -2.743 1.447 -0.6675
C 0.739 -2.628 2.702 -0.9443
N -0.562 -2.095 2.457 0.4039
C -0.589 -0.743 1.941 0.9029
C -0.683 0.365 3.003 -0.6543
O -1.723 0.916 3.171 -0.2308
F 0.380 0.702 3.681 -0.1555
S -1.529 -3.114 1.572 1.2478
O -1.448 -2.808 0.196 -0.4902
O -1.344 -4.459 1.915 -0.6454
F -2.929 -2.716 2.029 -0.1689
C 2.902 -0.848 0.548 0.2696
C 2.947 0.592 0.997 -0.8440
O 2.960 -1.163 -0.600 -0.5450
H 5.623 -3.015 3.189 0.4436
H 3.945 -3.076 3.823 0.2756
H 4.741 -1.531 3.540 0.2700
H 4.836 -1.912 1.184 0.3981
H 4.134 -3.498 1.271 0.4467
H 2.033 -3.764 1.295 0.3601
H 1.117 -2.443 0.572 0.4726
H 1.334 -2.078 3.486 0.4051
H 0.581 -3.629 3.101 0.2718
H -1.497 -0.631 1.359 0.7771
H 0.241 -0.509 1.267 -0.5793
H 3.235 1.205 0.151 0.4100
H 3.587 0.715 1.866 0.3042
H 1.945 0.900 1.308 0.0232
O -0.914 -4.806 4.987 -0.5983
H -1.045 -4.829 4.036 0.3161
H -1.573 -5.413 5.336 0.2988
C -1.261 4.127 -5.239 -0.9836
C 0.015 3.291 -5.290 -0.6613
C -0.021 1.856 -4.756 -0.4920
N -0.245 1.699 -3.265 0.9014
C 0.438 2.778 -2.492 -1.3473
C -1.741 1.630 -2.895 -0.5139
C -2.075 0.157 -2.917 -0.6124
C -0.855 -0.470 -2.270 0.1220
C 0.315 0.332 -2.818 -0.9985
H -1.571 4.355 -4.217 0.2834
H -1.094 5.079 -5.741 0.4176
H -2.084 3.629 -5.747 0.0305
H 0.822 3.844 -4.806 0.3322
H 0.306 3.210 -6.340 0.4422
H 0.956 1.421 -4.963 0.3576
H -0.773 1.249 -5.260 0.3050
H -0.055 3.726 -2.686 0.3794
H 1.482 2.812 -2.797 0.4267
H 0.362 2.543 -1.432 0.5238
H -1.841 2.046 -1.895 0.3629
H -2.373 2.212 -3.611 0.0213
H -2.198 -0.195 -3.946 0.2251
H -2.992 -0.067 -2.375 0.4384
H -0.763 -1.531 -2.492 0.5678
H -0.905 -0.365 -1.185 -0.4180
H 0.762 -0.152 -3.681 0.1376
H 1.080 0.497 -2.067 0.5888
B -4.686 1.801 4.065 0.6919
F -4.485 3.230 3.980 -0.5656
F -5.969 1.569 4.491 -0.3252
F -4.481 1.223 2.770 -0.3896
F -3.776 1.276 4.956 -0.3755
K -3.442 3.598 2.519 0.9975
F 2.008 -1.168 4.461 -0.4616
Be -3.388 1.618 -5.307 0.1246
Cl -0.125 3.097 2.009 -0.4900

=====

55
Properties=species:S:1:pos:R:3:nbo_charge:R:1 method="wB97M-V/def2-TZVPD" total_energy_ha=-1605.85540 de_lowest_kcal_mol=0.0 charge=+2 spin_multiplicity=1 homo_energy_ev="-14.13 / -14.13"
P 0.299 -1.849 -1.251 1.4409
P 0.471 1.928 -0.997 1.4335
C 0.248 -0.492 -2.484 -0.7463
C 1.164 0.680 -2.118 -0.7538
H -0.812 -0.196 -2.569 0.2849
H 0.537 -0.949 -3.451 0.2846
H 2.105 0.314 -1.683 0.2496
H 1.427 1.188 -3.056 0.2953
C -0.099 3.192 -2.212 -0.9229
H -0.509 4.026 -1.615 0.2642
H -0.862 2.847 -2.914 0.2575
H 0.769 3.567 -2.761 0.2603
C 1.622 2.970 -0.086 -0.9633
H 1.695 3.914 -0.658 0.2944
H 2.633 2.549 -0.014 0.2769
H 1.224 3.193 0.908 0.3021
C -0.457 -3.131 -2.295 -0.9583
H -0.546 -4.064 -1.721 0.2726
H 0.188 -3.284 -3.170 0.2644
H -1.450 -2.805 -2.637 0.2685
C 1.980 -2.418 -0.986 -0.9790
H 2.684 -1.581 -0.803 0.2269
H 2.325 -2.956 -1.882 0.3030
H 1.989 -3.103 -0.128 0.2946
Sn 3.265 0.013 1.044 1.2489
C -1.344 1.592 -0.328 -0.4690
C -2.237 1.096 -1.343 -0.1158
C -3.567 0.604 -0.977 -0.4743
C -3.555 -0.792 -0.224 -0.4683
C -2.423 -1.666 -0.504 -0.0711
C -1.149 -1.660 0.130 -0.4342
C -0.582 -0.542 1.090 -0.4037
C -1.271 0.817 1.036 -0.4328
C 2.726 -1.781 2.226 -1.1881
H -1.697 2.613 -0.031 0.2826
H -2.129 1.464 -2.350 0.2021
H -4.172 0.495 -1.895 0.2515
H -4.097 1.312 -0.302 0.2475
H -3.637 -0.629 0.862 0.2326
H -4.474 -1.310 -0.544 0.2616
H -2.659 -2.536 -1.110 0.2146
H -0.929 -2.652 0.598 0.2694
H 0.530 -0.435 0.927 0.1631
H -0.666 -0.924 2.142 0.2809
H -2.285 0.758 1.461 0.2506
H -0.691 1.449 1.724 0.2457
H 3.612 -2.431 2.344 0.2610
H 1.944 -2.277 1.653 0.1893
H 2.368 -1.465 3.217 0.2700
B 1.573 0.822 5.436 -0.6473
C 2.078 0.984 4.003 0.5111
N 2.466 1.146 2.903 -0.8330
H 2.430 0.219 6.078 0.0784
H 0.517 0.216 5.430 0.0455
H 1.428 1.955 5.886 0.0808

=====

53
Properties=species:S:1:pos:R:3:nbo_charge:R:1 method="wB97M-V/def2-TZVPD" total_energy_ha=-1990.03412 de_lowest_kcal_mol=38.6 spin_multiplicity=1 homo_energy_ev=-4.71
P -1.807 2.022 -0.201 1.5439
P 1.966 1.065 -1.112 0.8946
C -0.202 2.883 -0.330 -0.7654
C 0.790 2.471 -1.444 -0.7320
H 0.250 2.856 0.674 0.2631
H -0.450 3.954 -0.486 0.2432
H 0.278 2.229 -2.391 0.2196
H 1.456 3.334 -1.617 0.2205
C 3.113 2.026 -0.009 -0.9498
H 3.886 1.353 0.388 0.2420
H 2.581 2.484 0.837 0.2341
H 3.586 2.814 -0.614 0.2159
C 2.968 1.037 -2.645 -0.9561
H 3.678 1.877 -2.609 0.2149
H 2.314 1.122 -3.525 0.2324
H 3.517 0.084 -2.690 0.2394
C -2.705 2.819 1.127 -0.9814
H -3.466 2.150 1.538 0.2795
H -3.192 3.724 0.741 0.2354
H -2.023 3.099 1.940 0.2737
C -2.684 2.188 -1.772 -0.9976
H -2.037 1.931 -2.625 0.2540
H -3.027 3.227 -1.891 0.2440
H -3.568 1.533 -1.789 0.2558
Ca -0.600 -4.171 -0.900 1.5835
C 1.672 -1.156 0.275 -0.1816
C 1.889 -0.372 1.356 -0.2087
C 0.824 0.521 1.858 -0.4724
C -0.434 -0.200 2.426 -0.3984
C -1.617 0.050 1.654 -0.6440
C -1.676 0.242 0.216 -0.5196
C -0.713 -0.565 -0.744 -0.4158
C 0.300 -1.621 -0.211 -0.4545
C -2.308 -4.690 0.598 -1.3845
H 2.503 -1.739 -0.153 0.2135
H 2.883 -0.264 1.794 0.2051
H 0.502 1.110 0.985 0.1846
H 1.239 1.203 2.625 0.2096
H -0.218 -1.268 2.606 0.1647
H -0.634 0.245 3.419 0.2002
H -2.567 0.115 2.187 0.1881
H -2.717 -0.028 -0.083 0.2221
H -0.160 0.151 -1.391 0.2063
H -1.392 -1.051 -1.478 0.1932
H -0.187 -2.281 0.546 0.2448
H 0.547 -2.237 -1.124 0.1474
H -2.657 -5.699 0.322 0.1877
H -3.177 -4.022 0.606 0.1918
H -1.936 -4.752 1.631 0.2120
C 1.155 -5.283 0.214 -1.3864
H 1.449 -6.186 -0.342 0.1862
H 0.746 -5.624 1.177 0.2092
H 2.062 -4.710 0.437 0.1921

=====

63
Properties=species:S:1:pos:R:3:nbo_charge:R:1 method="wB97M-V/def2-TZVPD" total_energy_ha=-2331.44190 charge=+1 spin_multiplicity=1 homo_energy_ev=-11.48
C 1.027 0.155 -1.525 -0.7076
C 0.332 0.955 -2.727 0.1064
F 0.323 2.371 -2.523 -0.2954
S -1.455 0.402 -3.077 0.8860
O -1.334 -1.117 -3.804 -0.5548
C -1.804 -2.169 -2.963 0.4352
N -1.834 -3.098 -2.177 -0.1859
S -2.400 0.355 -1.186 1.7040
O -1.793 -0.585 -0.180 -0.7330
O -2.242 1.756 -0.610 -0.7468
C -4.246 0.131 -1.456 0.7906
F -4.527 -0.100 -2.844 -0.3018
F -4.894 1.376 -1.152 -0.2672
F -4.840 -0.827 -0.614 -0.2471
H 0.588 0.460 -0.503 0.2780
H 1.059 -0.985 -1.686 0.2718
H 2.137 0.495 -1.489 0.2908
H 0.908 0.705 -3.686 0.2687
C 4.325 -4.233 -3.888 -0.6444
C 4.180 -4.122 -2.380 -0.0673
O 2.990 -3.459 -1.971 -0.5507
C 1.763 -4.058 -2.370 -0.0583
C 1.577 -5.469 -1.845 -0.6469
H 4.292 -3.242 -4.351 0.2054
H 5.275 -4.707 -4.145 0.2287
H 3.524 -4.829 -4.332 0.2028
H 5.014 -3.531 -1.991 0.1934
H 4.250 -5.104 -1.903 0.1699
H 1.665 -4.023 -3.461 0.1574
H 0.965 -3.424 -1.970 0.1588
H 2.339 -6.150 -2.228 0.2146
H 0.600 -5.860 -2.143 0.2199
H 1.642 -5.483 -0.754 0.2209
C -3.531 1.535 5.114 -0.6449
C -2.433 0.526 4.824 -0.0638
O -2.884 -0.821 4.834 -0.5313
C -3.889 -1.159 3.888 -0.0653
C -3.465 -0.940 2.447 -0.6479
H -4.002 1.324 6.078 0.2203
H -3.120 2.548 5.139 0.2179
H -4.317 1.512 4.355 0.1974
H -1.671 0.604 5.603 0.1946
H -1.930 0.752 3.878 0.1507
H -4.815 -0.620 4.116 0.1645
H -4.109 -2.220 4.034 0.1937
H -3.249 0.111 2.240 0.1936
H -4.258 -1.259 1.766 0.2059
H -2.560 -1.511 2.225 0.2147
C 2.827 5.031 2.494 -0.6457
C 3.089 3.927 1.484 -0.0659
O 1.913 3.238 1.079 -0.5489
C 0.906 4.020 0.448 -0.0634
C 1.374 4.697 -0.827 -0.6442
H 2.326 4.630 3.379 0.2164
H 3.767 5.493 2.804 0.2250
H 2.188 5.815 2.084 0.2031
H 3.744 3.181 1.943 0.1920
H 3.625 4.310 0.610 0.1601
H 0.496 4.747 1.156 0.1727
H 0.089 3.335 0.205 0.1713
H 2.181 5.408 -0.640 0.2156
H 0.549 5.244 -1.292 0.2183
H 1.748 3.956 -1.538 0.1977